Record 1
{"formula": "C9H18N3O3", "method": "ωB97M-V/def2-TZVPD", "species": ["C", "C", "C", "C", "C", "C", "C", "C", "C", "N", "N", "N", "O", "O", "O", "H", "H", "H", "H", "H", "H", "H", "H", "H", "H", "H", "H", "H", "H", "H", "H", "H", "H"], "coordinates": [[1.09, -0.40, 0.35], [0.41, -1.58, 0.41], [2.56, -0.44, 0.23], [-2.15, -0.05, -0.31], [5.12, 0.82, -1.00], [-1.52, -2.98, 0.62], [-3.36, 2.03, -0.43], [-2.67, 1.06, 1.72], [4.50, 0.91, 0.38], [-1.46, -1.38, -2.08], [-0.84, -1.75, 0.78], [-2.70, 0.94, 0.27], [3.20, -1.45, 0.09], [3.07, 0.79, 0.35], [-2.12, -0.20, -1.61], [0.60, 0.56, 0.38], [1.01, -2.47, 0.18], [4.95, -0.16, -1.44], [4.69, 1.58, -1.66], [6.19, 0.99, -0.92], [-1.36, -3.47, -0.35], [-1.17, -3.64, 1.41], [-2.59, -2.82, 0.79], [-3.55, 1.76, -1.47], [-2.72, 2.92, -0.41], [-4.30, 2.27, 0.06], [-2.22, 2.02, 1.99], [-2.10, 0.25, 2.14], [-3.69, 1.04, 2.11], [4.68, 1.88, 0.84], [4.90, 0.11, 1.02], [-0.68, -1.06, -2.66], [-2.13, -1.86, -2.68]], "orbital_gap_ha": [0.27403, 0.27330], "homo_energy_ev": [-12.56, -12.63], "total_charge": 1, "e_lumo_ev": [-5.11, -5.20], "de_lowest_ev": 5.950}



Record 2
{"formula": "C9H18N4Si", "method": "ωB97M-V/def2-TZVPD", "species": ["C", "C", "C", "C", "C", "C", "C", "C", "C", "N", "N", "N", "N", "Si", "H", "H", "H", "H", "H", "H", "H", "H", "H", "H", "H", "H", "H", "H", "H", "H", "H", "H"], "coordinates": [[0.91, -0.91, 1.30], [-0.83, 1.21, -1.29], [-0.97, -3.31, -0.69], [-1.00, -1.95, -0.87], [1.96, -1.60, 3.27], [-2.45, 2.73, -1.33], [0.45, -1.38, 3.56], [-1.33, 3.13, -2.35], [2.06, -0.13, -1.37], [2.06, -1.22, 1.81], [-2.02, 1.46, -0.80], [0.01, -0.94, 2.23], [-0.28, 2.18, -1.97], [0.45, -0.69, -0.64], [-1.90, -3.92, -0.95], [-0.18, -4.03, -0.42], [-1.95, -1.65, -1.25], [2.56, -0.96, 4.01], [2.48, -2.62, 3.43], [-2.57, 3.42, -0.55], [-3.48, 2.70, -1.84], [-0.15, -2.18, 3.96], [0.40, -0.58, 4.29], [-1.61, 2.91, -3.34], [-0.99, 4.18, -2.26], [2.47, 0.76, -0.72], [2.94, -0.75, -1.62], [1.81, 0.19, -2.33], [2.82, -1.48, 1.29], [-2.66, 0.73, -0.62], [-0.91, -0.67, 2.17], [0.33, 1.91, -2.68]], "orbital_gap_ha": 0.35039, "homo_energy_ev": -16.80, "total_charge": 2, "e_lumo_ev": -7.27, "de_lowest_ev": 1.373}



Record 3
{"formula": "C9H18NO3", "method": "ωB97M-V/def2-TZVPD", "species": ["C", "C", "C", "C", "C", "C", "C", "C", "C", "N", "O", "O", "O", "H", "H", "H", "H", "H", "H", "H", "H", "H", "H", "H", "H", "H", "H", "H", "H", "H", "H"], "coordinates": [[3.61, 0.06, 0.78], [3.38, -1.32, 0.21], [2.32, 0.82, 0.58], [2.40, -1.05, -0.93], [-2.10, 0.23, 0.44], [0.82, 0.83, -1.46], [-2.43, -0.06, 1.91], [-4.27, -0.76, -0.64], [-3.28, 0.39, -0.50], [1.54, 0.07, -0.38], [0.35, 0.38, -2.46], [-0.95, 0.34, 0.02], [0.85, 2.11, -1.02], [3.99, -0.01, 1.93], [4.44, 0.57, 0.14], [4.26, -1.82, -0.17], [2.81, -1.96, 0.98], [1.68, 0.91, 1.58], [2.52, 1.79, 0.29], [3.01, -0.55, -1.69], [1.80, -1.96, -1.22], [-2.95, 0.85, 2.32], [-1.52, -0.29, 2.53], [-3.16, -0.85, 1.75], [-4.44, -1.00, -1.69], [-5.26, -0.41, -0.21], [-3.88, -1.66, -0.13], [-3.78, 1.33, -0.17], [-2.86, 0.61, -1.41], [0.71, -0.28, 0.18], [0.40, 2.68, -1.58]], "orbital_gap_ha": 0.39538, "homo_energy_ev": -13.53, "total_charge": 1, "e_lumo_ev": -2.77, "de_lowest_ev": 0.000}



Record 4
{"formula": "C9H18NS", "method": "ωB97M-V/def2-TZVPD", "species": ["C", "C", "C", "C", "C", "C", "C", "C", "C", "N", "S", "H", "H", "H", "H", "H", "H", "H", "H", "H", "H", "H", "H", "H", "H", "H", "H", "H", "H"], "coordinates": [[-1.44, 0.13, -3.62], [1.17, 1.17, 2.78], [-0.29, 1.02, -1.60], [0.86, -0.10, 2.51], [-1.86, 0.93, -4.83], [-1.26, 1.59, -0.62], [-0.26, -0.70, 3.35], [2.02, -2.30, 1.94], [1.56, -0.88, 1.47], [-0.77, 0.61, -2.68], [0.31, -1.13, -0.01], [-1.58, -1.02, -3.59], [0.71, 1.90, 3.55], [2.03, 1.73, 2.38], [0.76, 1.28, -1.50], [-1.33, 0.54, -5.72], [-2.83, 0.77, -4.95], [-1.63, 1.93, -4.77], [-2.11, 0.87, -0.33], [-1.63, 2.53, -1.04], [-0.74, 1.98, 0.20], [-0.63, 0.08, 3.92], [0.08, -1.62, 3.88], [-0.98, -0.99, 2.60], [2.69, -2.16, 2.73], [2.76, -2.63, 1.20], [1.18, -2.97, 2.07], [2.43, -0.36, 1.26], [0.77, -2.17, -0.62]], "orbital_gap_ha": 0.31875, "homo_energy_ev": -12.31, "total_charge": 1, "e_lumo_ev": -3.64, "de_lowest_ev": 2.689}



Record 5
{"formula": "C9H19BO2S", "method": "ωB97M-V/def2-TZVPD", "species": ["C", "C", "C", "O", "B", "O", "C", "C", "C", "C", "C", "C", "S", "H", "H", "H", "H", "H", "H", "H", "H", "H", "H", "H", "H", "H", "H", "H", "H", "H", "H", "H"], "coordinates": [[-4.56, 0.74, 0.49], [-3.27, -0.04, 0.23], [-3.50, -1.15, -0.81], [-2.33, 0.89, -0.22], [-0.56, 0.37, -0.01], [0.37, 1.24, -0.33], [1.70, 0.84, 0.05], [2.68, 1.46, -0.94], [1.95, 1.41, 1.45], [1.71, -0.72, 0.04], [1.85, -1.28, -1.37], [2.75, -1.35, 0.95], [-0.01, -1.20, 0.63], [-4.36, 1.55, 1.19], [-4.92, 1.17, -0.44], [-5.32, 0.09, 0.91], [-2.94, -0.50, 1.17], [-3.78, -0.70, -1.76], [-4.29, -1.82, -0.47], [-2.58, -1.72, -0.95], [2.69, 2.54, -0.79], [2.37, 1.26, -1.96], [3.68, 1.07, -0.78], [1.30, 0.92, 2.18], [1.71, 2.47, 1.44], [2.99, 1.28, 1.74], [1.13, -0.82, -2.04], [1.64, -2.35, -1.35], [2.85, -1.13, -1.76], [2.73, -2.43, 0.84], [2.56, -1.11, 2.00], [3.75, -0.99, 0.68]], "smiles": "CC(C)OB1OC(C)(C)C(C)(C)S1", "orbital_gap_ha": 0.35599, "homo_energy_ev": -9.16, "e_lumo_ev": 0.53, "de_lowest_ev": 0.000}



Record 6
{"formula": "C9H19CaN3OSSi", "method": "ωB97M-V/def2-TZVPD", "species": ["C", "C", "C", "N", "Si", "C", "C", "C", "C", "S", "C", "N", "N", "C", "O", "H", "H", "H", "H", "H", "H", "H", "H", "H", "H", "H", "H", "H", "H", "H", "H", "H", "H", "H", "Ca"], "coordinates": [[3.21, 1.36, 0.85], [3.40, 0.46, -0.51], [2.57, -0.99, -0.45], [1.32, -0.78, -1.28], [-0.15, -1.48, -0.52], [-0.31, -1.23, 1.38], [-1.76, -1.86, 1.85], [-1.78, -0.76, -1.34], [-1.49, 0.15, -2.67], [-0.57, 1.76, -2.36], [-1.27, 2.55, -0.82], [-2.05, 3.83, -0.60], [-2.40, 3.99, 0.76], [-1.87, 2.82, 1.57], [-1.19, 2.01, 0.55], [4.04, 2.20, 0.83], [2.16, 1.90, 0.88], [3.42, 0.71, 1.82], [4.55, 0.30, -0.67], [2.94, 1.07, -1.42], [3.31, -1.80, -0.86], [2.39, -1.23, 0.68], [1.43, -1.23, -2.23], [-0.13, -2.94, -0.76], [0.62, -1.78, 1.88], [-0.26, -0.12, 1.74], [-1.84, -1.99, 3.01], [-1.90, -2.86, 1.24], [-2.63, -1.11, 1.54], [-2.37, -1.72, -1.72], [-2.50, -0.25, -0.55], [-0.97, -0.52, -3.48], [-2.56, 0.44, -3.12], [-1.94, 2.54, 2.70], [-3.43, -3.43, 2.11]], "orbital_gap_ha": 0.11388, "homo_energy_ev": -13.50, "total_charge": 2, "e_lumo_ev": -10.40}



Record 7
{"formula": "C9H19F3NO8PS", "method": "ωB97M-V/def2-TZVPD", "species": ["O", "S", "O", "O", "C", "P", "O", "O", "C", "C", "F", "F", "F", "O", "H", "H", "H", "H", "C", "O", "C", "C", "N", "C", "C", "O", "C", "H", "H", "H", "H", "H", "H", "H", "H", "H", "H", "H", "H", "H", "H", "H"], "coordinates": [[6.75, 2.26, -1.21], [5.37, 1.67, -1.60], [5.05, 0.22, -1.16], [4.88, 1.71, -3.26], [3.40, 1.76, -3.09], [2.38, 0.16, -3.31], [1.12, -0.01, -2.12], [3.40, -1.24, -3.42], [2.98, 2.29, -1.59], [1.75, 3.39, -1.44], [0.98, 3.17, -0.20], [2.42, 4.74, -1.51], [0.87, 3.28, -2.64], [4.26, 2.92, -1.12], [3.06, 2.41, -4.02], [1.47, -0.14, -1.20], [2.87, -2.04, -3.15], [2.82, 1.50, -0.72], [-2.13, -3.77, 2.63], [-3.08, -3.22, 1.72], [-4.01, -2.33, 2.36], [-3.75, -0.87, 1.92], [-2.50, -0.36, 2.49], [-2.06, 0.91, 1.91], [-1.72, 0.92, 0.40], [-0.56, 0.17, 0.06], [-0.79, -1.22, -0.12], [-1.59, -4.56, 2.10], [-1.41, -3.01, 2.95], [-2.63, -4.21, 3.50], [-4.00, -2.43, 3.45], [-5.01, -2.62, 2.01], [-4.58, -0.25, 2.26], [-3.73, -0.86, 0.83], [-1.76, -1.05, 2.34], [-1.17, 1.22, 2.46], [-2.83, 1.67, 2.11], [-1.49, 1.96, 0.13], [-2.57, 0.64, -0.23], [-1.78, -1.43, -0.52], [-0.64, -1.75, 0.82], [-0.04, -1.60, -0.83]], "smiles": "O=S1(=O)O[C@@H](P(O)O)[C@H](C(F)(F)F)O1.COCCNCCOC", "orbital_gap_ha": 0.30936, "homo_energy_ev": -8.80, "e_lumo_ev": -0.38}



Record 8
{"formula": "C9H19FeN4O8P2", "method": "ωB97M-V/def2-TZVPD", "species": ["Fe", "O", "C", "C", "C", "C", "C", "C", "N", "H", "H", "H", "H", "H", "H", "H", "N", "C", "C", "P", "O", "O", "O", "P", "O", "O", "O", "H", "H", "H", "H", "H", "H", "H", "H", "N", "C", "N", "O", "H", "H", "H", "H"], "coordinates": [[-0.27, -0.41, -0.55], [-0.38, -2.77, 0.08], [0.81, -3.43, 0.48], [1.99, -2.50, 0.43], [3.26, -2.93, 0.82], [4.31, -2.04, 0.78], [4.07, -0.74, 0.37], [2.79, -0.39, 0.00], [1.79, -1.26, 0.01], [-1.14, -3.27, 0.40], [1.00, -4.28, -0.19], [0.72, -3.82, 1.50], [3.40, -3.95, 1.15], [5.31, -2.36, 1.06], [4.87, -0.01, 0.34], [2.54, 0.61, -0.32], [-0.04, 3.14, 2.24], [-0.98, 2.78, 1.16], [-2.18, 3.69, 1.10], [0.12, 2.89, -0.36], [-0.68, 3.91, -1.30], [1.35, 3.52, 0.22], [0.26, 1.59, -1.10], [-1.39, 1.01, 1.48], [-2.19, 1.18, 2.87], [-0.06, 0.35, 1.73], [-2.24, 0.33, 0.44], [0.81, 3.54, 1.65], [0.28, 2.26, 2.67], [-0.41, 3.78, 2.94], [-1.91, 4.69, 0.80], [-2.69, 3.71, 2.07], [-2.88, 3.29, 0.37], [-0.70, 3.59, -2.20], [-3.04, 0.75, 2.85], [-2.68, -2.21, -2.26], [-1.68, -1.79, -3.07], [-1.70, -2.21, -4.35], [-0.77, -1.07, -2.64], [-3.48, -2.70, -2.63], [-2.77, -1.75, -1.37], [-2.44, -2.79, -4.71], [-0.96, -1.93, -4.96]], "spin_multiplicity": 5, "s_squared": 6.006, "orbital_gap_ha": [0.37589, 0.36018], "homo_energy_ev": [-12.46, -12.15], "total_charge": 1, "e_lumo_ev": [-2.23, -2.35], "de_lowest_ev": 0.805}